ORCA calculation (ωB97M-V/def2-TZVPD) on H2N2O4S as an isolated structure.

Geometry (Å):
N1 0.387 0.899 -2.544
N2 0.975 0.010 -0.992
O1 -0.698 1.310 -2.475
O2 -1.558 -0.650 1.633
O3 1.400 0.181 1.271
O4 -0.712 -0.700 0.485
S1 0.232 0.569 0.176
H1 -2.164 -1.457 1.694
H2 2.138 -0.163 0.752

Properties
Frontier orbital gap (spin up / spin down) ... 8.506 / 8.170 eV
Multiplicity ... 3
⟨S²⟩ ... 2.015
Energy above the lowest of the compared OMol25 structures with the same formula, charge and spin ... 331.98 kJ/mol
Lowest unoccupied orbital energy (spin up / spin down) ... 0.0128 / -0.0855 Ha
Max |F| ... 2.85 eV/A

=====

ORCA calculation (ωB97M-V/def2-TZVPD) on C24H58CrNO10S6 as an isolated structure.

Geometry (Å):
Cr1 -1.190 0.293 -0.080
C1 2.694 3.283 0.764
C2 1.805 3.427 -0.472
C3 2.476 4.430 -1.566
C4 3.750 3.845 -2.285
C5 3.315 2.441 -2.807
C6 2.791 1.472 -1.796
N1 1.524 2.122 -1.158
O1 0.840 1.197 -0.231
C7 3.960 0.914 -0.963
C8 2.370 0.302 -2.713
C9 0.519 4.148 0.064
H1 2.509 2.395 1.370
H2 2.791 4.145 1.423
H3 3.747 3.313 0.487
H4 2.665 5.438 -1.197
H5 1.758 4.384 -2.384
H6 4.549 3.639 -1.573
H7 4.182 4.514 -3.030
H8 4.153 1.981 -3.330
H9 2.505 2.584 -3.523
H10 4.626 1.672 -0.550
H11 4.690 0.324 -1.517
H12 3.529 0.251 -0.213
H13 3.210 -0.072 -3.299
H14 1.528 0.452 -3.388
H15 2.125 -0.558 -2.090
H16 -0.266 4.320 -0.673
H17 0.641 5.115 0.553
H18 -0.090 3.518 0.712
C10 3.093 -3.137 -0.139
C11 4.194 -3.954 0.498
O2 5.037 -4.165 -0.658
C12 4.346 -4.126 -1.747
O3 4.713 -4.411 -2.874
O4 3.162 -3.633 -1.445
H19 3.189 -2.059 -0.007
H20 2.138 -3.387 0.323
H21 3.785 -4.859 0.948
H22 4.669 -3.355 1.276
C13 -0.333 1.876 3.626
S1 -0.358 0.040 3.437
O5 -0.960 -0.011 2.050
C14 1.451 -0.168 3.216
H23 0.001 2.431 2.749
H24 0.478 2.174 4.291
H25 -1.350 2.233 3.790
H26 1.629 0.205 2.207
H27 1.409 -1.243 3.391
H28 2.120 0.283 3.949
C15 -4.532 -2.130 2.031
S2 -4.295 -1.435 0.262
O6 -2.955 -0.662 0.233
C16 -3.571 -3.125 -0.184
H29 -3.772 -2.888 2.219
H30 -5.452 -2.714 2.027
H31 -4.649 -1.339 2.772
H32 -2.757 -3.331 0.512
H33 -3.281 -3.228 -1.229
H34 -4.318 -3.895 0.004
C17 -2.113 0.680 -4.739
S3 -2.506 1.602 -3.119
O7 -2.012 0.554 -2.093
C18 -1.354 3.140 -3.173
H35 -2.555 1.129 -5.628
H36 -2.415 -0.367 -4.752
H37 -1.036 0.585 -4.877
H38 -1.750 3.958 -2.571
H39 -1.293 3.458 -4.214
H40 -0.341 2.962 -2.810
C19 -4.710 2.739 1.053
S4 -2.946 2.721 1.696
O8 -2.004 2.017 0.684
C20 -2.618 4.590 1.528
H41 -5.281 3.600 1.400
H42 -5.240 1.867 1.438
H43 -4.674 2.738 -0.036
H44 -1.626 4.781 1.938
H45 -3.361 5.193 2.049
H46 -2.421 4.823 0.481
C21 -0.903 -2.340 -3.034
S5 0.120 -2.381 -1.511
O9 -0.625 -1.629 -0.407
C22 -0.102 -4.232 -1.221
H47 -0.876 -1.466 -3.684
H48 -1.964 -2.306 -2.788
H49 -0.844 -3.323 -3.501
H50 0.345 -4.811 -2.029
H51 -1.176 -4.418 -1.203
H52 0.340 -4.557 -0.279
C23 -0.726 -3.972 3.632
S6 -1.823 -3.430 5.020
O10 -2.815 -2.481 4.370
C24 -2.781 -4.946 5.110
H53 0.071 -4.627 3.982
H54 -0.337 -3.115 3.081
H55 -1.108 -4.473 2.742
H56 -3.696 -4.582 5.577
H57 -2.406 -5.748 5.747
H58 -2.977 -5.211 4.071

Properties
Frontier orbital gap (spin up / spin down) ... 6.429 / 6.754 eV
Multiplicity ... 5
⟨S²⟩ ... 6.008
Charge ... +1
Lowest unoccupied orbital energy (spin up / spin down) ... -0.0715 / -0.0716 Ha
Max |F| ... 4.32 eV/A

=====

ORCA calculation (ωB97M-V/def2-TZVPD) on a 2-piece molecular cluster, C3H3N5O6 overall.

Geometry (Å):
C1 -0.715 -0.318 0.265
C2 1.839 -3.377 0.204
C3 0.693 1.434 0.580
N1 -1.001 0.594 -0.659
N2 -0.308 1.789 -0.320
N3 0.378 0.072 1.000
N4 -1.314 -1.587 0.381
N5 1.869 1.946 1.064
O1 2.405 -4.296 0.529
O2 1.347 -2.372 -0.006
O3 -2.245 -1.849 -0.403
O4 -0.973 -2.339 1.323
O5 2.239 2.986 0.602
O6 2.534 1.191 1.778
H1 -2.036 0.559 -0.704
H2 -0.009 2.264 -1.086
H3 1.145 -0.383 1.452

Properties
Frontier orbital gap (spin up / spin down) ... 6.288 / 7.345 eV
Multiplicity ... 1
Energy above the lowest of the compared OMol25 structures with the same formula, charge and spin ... 19.06 kJ/mol
Lowest unoccupied orbital energy (spin up / spin down) ... -0.0679 / -0.0507 Ha
Max |F| ... 5.40 eV/A

=====

ORCA calculation (ωB97M-V/def2-TZVPD) on C10H11Cl4N2O2S4SbTi as an isolated structure.

Geometry (Å):
Ti1 0.640 -0.288 -0.316
Cl1 5.892 2.278 2.715
C1 4.375 1.539 2.365
C2 3.563 1.129 3.417
Cl2 4.103 1.278 5.048
C3 2.316 0.574 3.149
Cl3 1.290 0.069 4.445
C4 1.877 0.403 1.844
O1 0.686 -0.034 1.507
C5 2.753 0.745 0.754
O2 2.313 0.449 -0.439
C6 3.981 1.332 1.042
Cl4 5.027 1.801 -0.250
S1 0.197 -2.836 -3.984
Sb1 -0.961 -1.726 -2.381
S2 -0.391 0.646 -2.145
S3 -0.235 -2.418 -0.142
S4 -3.259 -1.763 -2.421
N1 -3.996 0.457 2.252
C7 -4.034 0.215 0.777
C8 -2.597 -0.018 0.311
N2 -1.716 1.079 0.630
C9 -1.735 1.398 2.033
C10 -3.166 1.657 2.549
H1 -3.530 -0.364 2.666
H2 -4.939 0.544 2.647
H3 -4.464 1.090 0.285
H4 -4.641 -0.662 0.548
H5 -2.646 -0.174 -0.776
H6 -2.193 -0.935 0.768
H7 -1.862 1.878 0.017
H8 -1.106 2.270 2.225
H9 -1.295 0.555 2.581
H10 -3.604 2.517 2.038
H11 -3.168 1.835 3.624

Properties
Frontier orbital gap (spin up / spin down) ... 4.709 / 5.418 eV
Multiplicity ... 2
⟨S²⟩ ... 0.753
Charge ... -1
Lowest unoccupied orbital energy (spin up / spin down) ... 0.0341 / 0.0338 Ha
Max |F| ... 3.17 eV/A

=====

ORCA calculation (ωB97M-V/def2-TZVPD) on C22H27BrORu as an isolated structure.

Geometry (Å):
C1 1.796 -1.269 -0.111
C2 0.837 -1.913 0.735
C3 -0.389 -2.030 0.009
H1 1.006 -2.264 1.751
C4 -0.215 -1.399 -1.264
C5 1.145 -0.928 -1.345
H2 1.611 -0.483 -2.218
H3 2.831 -1.073 0.132
H4 -1.274 -2.582 0.328
H5 -0.958 -1.350 -2.053
Ru1 0.169 0.287 0.262
Br1 -0.176 2.667 0.801
C6 2.334 3.264 -1.365
C7 2.652 2.604 -2.591
C8 3.735 1.707 -2.336
H6 2.174 2.768 -3.555
C9 4.063 1.788 -0.945
C10 3.195 2.754 -0.349
H7 3.200 3.072 0.693
H8 1.582 4.037 -1.224
H9 4.242 1.087 -3.076
H10 4.858 1.237 -0.444
C11 -3.393 -0.346 -1.185
C12 -2.784 0.606 -0.168
C13 -3.137 2.053 -0.515
C14 -3.126 0.241 1.260
C15 -4.429 -0.055 1.651
C16 -4.707 -0.462 2.957
C17 -3.697 -0.552 3.919
C18 -2.383 -0.311 3.567
C19 -1.183 -0.593 4.478
C20 -1.098 0.327 5.695
C21 -1.040 -2.074 4.796
C22 -2.090 0.005 2.208
O1 -0.811 -0.072 1.888
H11 -4.456 -0.133 -1.344
H12 -3.271 -1.385 -0.868
H13 -2.877 -0.215 -2.140
H14 -1.653 0.527 -0.234
H15 -4.228 2.203 -0.491
H16 -2.641 2.728 0.198
H17 -2.743 2.285 -1.515
H18 -5.234 0.019 0.914
H19 -5.731 -0.699 3.226
H20 -3.943 -0.837 4.941
H21 -0.336 -0.330 3.837
H22 -1.935 0.182 6.393
H23 -0.145 0.161 6.213
H24 -1.112 1.368 5.348
H25 -1.077 -2.641 3.860
H26 -0.070 -2.262 5.268
H27 -1.843 -2.438 5.446

Properties
Frontier orbital gap (spin up / spin down) ... 5.813 / 4.796 eV
Multiplicity ... 6
⟨S²⟩ ... 8.783
Charge ... -1
Lowest unoccupied orbital energy (spin up / spin down) ... 0.1165 / 0.0315 Ha
Max |F| ... 3.69 eV/A